Record 1
Density functional theory data (the ωB97M-V functional and the def2-TZVPD basis) for a molecular structure, C45H50BaFIN5O3PSi in a non-equilibrium geometry.

```
108
Properties=species:S:1:pos:R:3
Ba 0.469 -0.176 0.223
O 2.082 -3.613 1.729
C 1.927 -3.215 3.076
C 1.294 -1.823 3.243
C 1.032 -1.653 4.728
C 1.556 -0.665 5.464
C 2.436 0.330 4.882
C 2.781 0.170 3.586
N 2.251 -0.789 2.780
H 1.455 -3.068 1.216
H 2.911 -3.197 3.554
H 1.308 -3.952 3.609
H 0.420 -2.419 5.193
H 1.319 -0.595 6.522
H 2.836 1.141 5.474
H 3.507 0.809 3.093
C -3.437 3.755 -0.070
Si -2.589 2.803 1.344
C -3.357 3.527 2.938
C -3.269 1.039 1.278
N -0.912 2.770 1.235
C -0.102 3.841 1.365
C -0.520 5.150 1.746
C 0.348 6.220 1.893
C 1.713 6.074 1.672
C 2.179 4.815 1.298
C 1.301 3.770 1.156
F 1.827 2.584 0.775
H -4.510 3.542 -0.132
H -2.976 3.462 -1.020
H -3.310 4.839 0.037
H -4.410 3.241 3.035
H -3.301 4.620 2.969
H -2.823 3.146 3.817
H -4.281 1.026 0.856
H -3.308 0.580 2.272
H -2.643 0.412 0.642
H -1.580 5.295 1.936
H -0.045 7.187 2.195
H 2.394 6.909 1.784
H 3.232 4.634 1.110
C -3.084 -5.143 -0.006
C -3.744 -3.953 0.275
C -3.311 -2.768 -0.300
C -2.233 -2.759 -1.191
C -1.558 -3.954 -1.440
C -1.985 -5.137 -0.852
P -1.585 -1.167 -1.812
C -3.041 -0.330 -2.553
C -2.798 0.991 -2.946
C -3.811 1.766 -3.488
C -5.087 1.236 -3.636
C -5.337 -0.072 -3.251
C -4.320 -0.853 -2.713
C -0.704 -1.670 -3.337
C -1.391 -1.963 -4.492
C -0.700 -2.358 -5.653
C 0.666 -2.443 -5.634
C 1.400 -2.147 -4.462
C 2.810 -2.245 -4.434
C 3.477 -1.991 -3.267
C 2.779 -1.619 -2.094
C 1.400 -1.472 -2.034
C 0.717 -1.757 -3.266
H -3.420 -6.067 0.450
H -4.577 -3.948 0.966
H -3.800 -1.832 -0.051
H -0.688 -3.946 -2.086
H -1.452 -6.060 -1.049
H -1.800 1.403 -2.815
H -3.610 2.790 -3.777
H -5.884 1.842 -4.052
H -6.330 -0.491 -3.372
H -4.523 -1.878 -2.428
H -2.471 -1.886 -4.522
H -1.254 -2.591 -6.555
H 1.209 -2.749 -6.524
H 3.338 -2.526 -5.340
H 4.561 -2.069 -3.238
H 3.378 -1.442 -1.202
I 8.580 -0.801 1.898
C 6.590 -0.674 1.253
C 5.534 -1.525 1.567
N 4.432 -1.087 0.945
N 4.737 0.039 0.248
C 6.038 0.302 0.424
H 5.520 -2.405 2.194
H 2.882 -1.083 2.017
H 6.520 1.153 -0.038
C 2.494 2.786 -3.909
C 2.117 2.012 -2.659
N 3.130 1.710 -1.828
O 0.954 1.695 -2.435
H 3.540 3.097 -3.906
H 1.854 3.664 -3.985
H 2.308 2.152 -4.776
H 4.089 1.930 -2.010
H 2.942 1.134 -1.033
C -1.221 0.070 3.415
O -0.486 -0.392 2.295
C 0.084 -1.744 2.289
C -0.989 -2.773 2.608
H -2.116 -0.537 3.586
H -1.520 1.095 3.189
H -0.621 0.070 4.317
H -1.270 -2.840 3.676
H -0.659 -3.765 2.289
H -1.900 -2.549 2.046
```

* HOMO-LUMO gap: 5.561 eV
* LUMO: 3.665 eV
* energy above the lowest of the compared OMol25 structures with the same formula, charge and spin: 0.8321 eV
* net charge: -2

=====

Record 2
Density functional theory data (the ωB97M-V functional and the def2-TZVPD basis) for a molecular structure, C45H50CaFN17O3Se.

```
118
Properties=species:S:1:pos:R:3
Ca -0.823 -0.145 0.244
C -1.073 1.435 5.942
C -1.147 0.299 5.148
C -1.204 0.428 3.769
C -1.201 1.696 3.209
C -1.120 2.840 3.991
C -1.056 2.699 5.365
N -1.231 1.743 1.779
N -1.555 2.837 1.296
C -1.490 2.892 -0.151
C -2.253 3.888 -0.742
C -2.174 4.027 -2.115
C -1.315 3.200 -2.819
C -0.584 2.249 -2.125
N -0.669 2.087 -0.811
H -1.015 1.335 7.018
H -1.145 -0.685 5.592
H -1.252 -0.454 3.142
H -1.091 3.813 3.521
H -0.979 3.577 5.992
H -2.894 4.499 -0.127
H -2.770 4.774 -2.621
H -1.205 3.282 -3.889
H 0.113 1.584 -2.623
N 0.956 -2.634 2.285
C 1.518 -1.362 2.263
N 2.483 -0.991 3.090
N 2.711 0.291 2.744
N 1.940 0.650 1.787
N 1.136 -0.385 1.446
C 0.203 -3.150 1.233
N 0.382 -4.374 0.758
N -0.577 -4.496 -0.182
N -1.267 -3.416 -0.258
N -0.809 -2.518 0.640
H 1.570 -3.318 2.703
F 0.582 -4.851 -4.598
C -0.593 -4.201 -4.405
C -0.639 -3.122 -3.569
C -1.865 -2.511 -3.301
C -1.894 -1.396 -2.347
O -0.827 -0.914 -1.959
C -3.200 -0.913 -1.989
C -4.271 -1.415 -2.645
N -4.240 -2.407 -3.584
C -5.465 -2.940 -4.101
C -5.795 -2.737 -5.554
C -6.549 -1.987 -4.493
C -3.035 -3.003 -3.893
C -2.957 -4.083 -4.783
C -1.743 -4.692 -5.035
N -1.712 -5.802 -5.923
C -2.411 -7.001 -5.510
C -3.059 -7.622 -6.764
N -2.406 -6.969 -7.945
C -0.917 -7.054 -7.822
C -0.505 -6.135 -6.653
C -3.466 0.206 -0.972
O -4.103 1.168 -1.380
O -3.006 -0.006 0.181
H 0.247 -2.762 -3.071
H -5.256 -1.021 -2.437
H -5.773 -3.880 -3.652
H -6.293 -3.543 -6.075
H -5.089 -2.169 -6.140
H -7.566 -2.267 -4.270
H -6.335 -0.934 -4.407
H -3.849 -4.451 -5.269
H -3.177 -6.754 -4.777
H -1.725 -7.722 -5.046
H -4.127 -7.423 -6.840
H -2.883 -8.693 -6.847
H -2.637 -5.968 -7.862
H -2.751 -7.338 -8.832
H -0.477 -6.754 -8.772
H -0.684 -8.101 -7.636
H -0.048 -5.221 -7.027
H 0.238 -6.663 -6.044
C 4.732 -5.030 -2.280
C 4.653 -3.617 -2.835
C 3.226 -3.087 -2.934
C 2.592 -2.678 -1.603
N 3.434 -1.797 -0.815
C 3.601 -0.479 -1.048
Se 2.876 0.441 -2.476
N 4.395 0.018 -0.080
C 4.711 1.416 0.137
C 6.171 1.728 -0.167
C 6.526 1.621 -1.650
C 6.011 2.796 -2.466
C 4.738 -0.993 0.794
C 5.494 -0.987 1.956
C 5.599 -2.184 2.636
C 4.964 -3.343 2.182
C 4.204 -3.351 1.026
C 4.111 -2.153 0.334
H 5.759 -5.396 -2.255
H 4.146 -5.721 -2.890
H 4.345 -5.089 -1.266
H 5.104 -3.594 -3.831
H 5.251 -2.939 -2.220
H 2.592 -3.869 -3.366
H 3.191 -2.224 -3.601
H 2.364 -3.543 -0.979
H 1.651 -2.146 -1.766
H 4.452 1.635 1.176
H 4.031 1.985 -0.500
H 6.810 1.060 0.417
H 6.373 2.741 0.189
H 6.108 0.694 -2.053
H 7.612 1.545 -1.755
H 4.923 2.817 -2.472
H 6.336 2.735 -3.503
H 6.372 3.740 -2.059
H 5.943 -0.083 2.334
H 6.166 -2.218 3.554
H 5.048 -4.252 2.760
H 3.684 -4.240 0.705
```

* HOMO-LUMO gap: 4.564 eV
* LUMO: -1.759 eV
* energy above the lowest of the compared OMol25 structures with the same formula, charge and spin: 0.5150 eV

=====

Record 3
Density functional theory data (the ωB97M-V functional and the def2-TZVPD basis) for 2 unconnected molecules or ions with the total composition C45H50N2O4P in a non-equilibrium geometry.

```
102
Properties=species:S:1:pos:R:3
C -0.783 -4.955 -3.621
O -0.180 -4.592 -2.360
C -0.878 -3.795 -1.505
C -0.182 -3.332 -0.367
C -0.799 -2.460 0.514
C -2.119 -2.018 0.296
P -3.029 -0.809 1.346
C -1.696 -0.457 2.597
C -0.770 0.606 2.529
C 0.227 0.764 3.480
C 0.336 -0.154 4.548
O 1.386 0.017 5.400
C 1.612 -0.985 6.415
C -0.610 -1.204 4.664
C -1.599 -1.337 3.698
C -2.847 0.707 0.321
C -3.517 1.862 0.776
C -3.406 3.073 0.110
C -2.603 3.151 -1.055
O -2.362 4.310 -1.730
C -2.843 5.547 -1.161
C -1.973 1.988 -1.551
C -2.090 0.793 -0.864
C -2.826 -2.535 -0.812
C -2.225 -3.402 -1.713
H -0.004 -5.527 -4.123
H -1.675 -5.580 -3.468
H -1.042 -4.064 -4.211
H 0.846 -3.659 -0.224
H -0.229 -2.109 1.372
H -0.811 1.326 1.713
H 0.956 1.572 3.420
H 2.510 -0.638 6.926
H 0.768 -1.034 7.116
H 1.785 -1.974 5.968
H -0.540 -1.911 5.495
H -2.311 -2.156 3.793
H -4.127 1.813 1.679
H -3.908 3.966 0.491
H -2.494 6.305 -1.861
H -3.940 5.554 -1.103
H -2.415 5.720 -0.164
H -1.378 2.069 -2.459
H -1.571 -0.080 -1.254
H -3.861 -2.232 -0.981
H -2.773 -3.752 -2.593
C -9.293 -7.856 -0.396
N -8.193 -7.003 -0.005
C -6.973 -7.575 0.268
O -6.747 -8.780 0.325
C -5.974 -6.455 0.444
C -4.923 -6.477 -0.667
C -5.557 -6.439 -2.038
C -6.006 -7.624 -2.631
C -6.638 -7.603 -3.873
C -6.803 -6.389 -4.554
C -6.326 -5.206 -3.980
C -5.689 -5.235 -2.737
N -6.829 -5.260 0.427
C -6.274 -4.034 0.382
C -6.937 -2.860 0.020
C -6.581 -1.633 0.579
C -7.457 -0.486 0.584
C -7.246 0.570 1.516
C -8.113 1.655 1.590
C -9.217 1.737 0.726
C -9.442 0.717 -0.210
C -8.579 -0.380 -0.285
C -8.275 -5.572 0.276
C -9.238 -5.227 1.488
C -8.798 -6.025 2.714
C -10.677 -5.537 1.084
C -9.214 -3.747 1.835
H -8.889 -8.702 -0.963
H -9.818 -8.259 0.483
H -9.992 -7.297 -1.026
H -5.512 -6.558 1.440
H -4.221 -5.648 -0.527
H -4.374 -7.422 -0.547
H -5.867 -8.570 -2.100
H -7.008 -8.536 -4.303
H -7.296 -6.371 -5.528
H -6.448 -4.252 -4.497
H -5.309 -4.312 -2.288
H -5.224 -3.995 0.691
H -7.747 -2.937 -0.717
H -5.667 -1.579 1.179
H -6.389 0.495 2.190
H -7.933 2.444 2.322
H -9.894 2.592 0.782
H -10.296 0.780 -0.886
H -8.760 -1.160 -1.028
H -8.662 -5.050 -0.623
H -7.769 -5.770 2.995
H -9.448 -5.769 3.562
H -8.870 -7.108 2.550
H -10.908 -5.078 0.111
H -10.897 -6.607 1.038
H -11.367 -5.100 1.821
H -9.481 -3.128 0.969
H -9.967 -3.558 2.618
H -8.248 -3.426 2.234
```

* HOMO-LUMO gap: 5.336 eV
* LUMO: -4.390 eV
* net charge: +1

=====

Record 4
Density functional theory data (the ωB97M-V functional and the def2-TZVPD basis) for a molecular structure, C45H51As3BrCl2IN2O4ReS.

```
111
Properties=species:S:1:pos:R:3
Re 0.075 -0.028 0.631
C -5.024 3.745 0.492
As -3.231 3.277 1.140
C -3.044 4.698 2.467
C -3.809 1.789 2.302
C -4.471 2.063 3.497
C -4.958 1.052 4.311
C -4.813 -0.272 3.929
C -4.162 -0.571 2.743
C -3.644 0.447 1.941
As -2.635 -0.124 0.381
C -3.380 -1.874 -0.033
C -3.315 0.819 -1.177
H -5.708 3.900 1.325
H -5.412 2.952 -0.144
H -4.962 4.659 -0.098
H -4.006 4.994 2.884
H -2.607 5.564 1.973
H -2.370 4.370 3.254
H -4.621 3.090 3.802
H -5.468 1.301 5.233
H -5.217 -1.068 4.541
H -4.083 -1.608 2.445
H -3.136 -2.623 0.718
H -2.976 -2.196 -0.992
H -4.460 -1.777 -0.121
H -4.387 0.947 -1.044
H -3.139 0.200 -2.056
H -2.842 1.791 -1.287
I 3.220 0.398 1.949
C 2.143 0.039 0.149
H 2.594 -0.838 -0.306
H 2.366 0.911 -0.470
C 3.231 2.613 -7.040
C 3.400 2.912 -5.578
C 3.572 4.231 -5.145
C 3.757 4.524 -3.807
C 3.752 3.491 -2.875
C 3.578 2.178 -3.280
C 3.405 1.897 -4.629
S 4.099 3.850 -1.178
O 5.277 4.649 -1.109
O 3.977 2.595 -0.480
N 2.882 4.785 -0.619
C 1.583 4.194 -0.349
C 1.415 3.867 1.131
C 0.273 2.960 1.494
O -0.406 3.080 2.475
O 0.069 1.932 0.617
H 2.389 3.168 -7.458
H 3.064 1.551 -7.215
H 4.121 2.911 -7.598
H 3.581 5.033 -5.873
H 3.930 5.546 -3.491
H 3.620 1.384 -2.545
H 3.293 0.867 -4.950
H 3.003 5.782 -0.702
H 1.531 3.278 -0.941
H 0.793 4.855 -0.709
H 1.315 4.771 1.730
H 2.323 3.357 1.468
Cl -0.443 0.152 3.039
C 0.506 -0.666 4.409
Cl 0.189 0.207 5.863
H 1.542 -0.607 4.097
H 0.109 -1.671 4.453
Br -0.013 3.194 -4.181
C -0.195 1.471 -3.470
C -0.595 0.394 -4.246
C -0.775 -0.829 -3.618
C -0.561 -0.937 -2.260
N -0.133 0.100 -1.517
C 0.047 1.284 -2.123
H -0.779 0.515 -5.306
H -1.099 -1.701 -4.169
H -0.732 -1.871 -1.749
H 0.344 2.106 -1.492
C 0.137 -4.874 -3.228
C 1.173 -3.971 -3.028
C 1.303 -3.321 -1.811
C 0.411 -3.590 -0.772
C -0.637 -4.482 -0.983
C -0.771 -5.121 -2.210
As 0.525 -2.620 0.903
C -0.620 -3.645 2.071
C -0.312 -4.994 2.250
C -1.074 -5.770 3.107
C -2.140 -5.205 3.800
C -2.444 -3.863 3.628
C -1.685 -3.084 2.762
C 2.260 -3.063 1.657
C 3.420 -3.144 0.895
C 4.640 -3.391 1.509
C 4.710 -3.560 2.883
C 3.551 -3.508 3.644
C 2.331 -3.266 3.033
H 0.038 -5.385 -4.178
H 1.880 -3.770 -3.823
H 2.083 -2.581 -1.699
H -1.347 -4.694 -0.195
H -1.582 -5.822 -2.362
H 0.526 -5.440 1.730
H -0.832 -6.817 3.241
H -2.729 -5.812 4.475
H -3.268 -3.416 4.171
H -1.937 -2.039 2.642
H 3.400 -3.031 -0.178
H 5.537 -3.452 0.907
H 5.664 -3.751 3.358
H 3.594 -3.672 4.713
H 1.432 -3.274 3.634
```

* expectation value of S²: 3.774
* 2S+1: 4
* HOMO-LUMO gap (alpha / beta): 7.641 / 5.901 eV
* LUMO (alpha / beta): -5.291 / -7.030 eV
* energy above the lowest of the compared OMol25 structures with the same formula, charge and spin: 0.0000 eV
* net charge: +2

=====

Number 1: calculated total energy -89748.96774 eV. Number 2: calculated total energy -165454.16686 eV. Number 3: calculated total energy -67928.74333 eV. Number 4: calculated total energy -357317.60908 eV.